Record 1
ORCA calculation (ωB97M-V with the def2-TZVPD basis set) on C26H44Br2F8NO3SSi as an isolated structure in a non-equilibrium geometry.

Computed properties:
Charge = +1
Max |F| = 0.020 Eh/bohr
HOMO = -11.4 eV
Spin multiplicity = 1
Frontier orbital gap = 9.1 eV

The geometry in XYZ format:
```
86
C26H44Br2F8NO3SSi | the Open Molecules 2025 dataset | ωB97M-V with the def2-TZVPD basis set
C 4.29477 -4.45299 0.64882
C 3.39095 -5.10321 -0.39759
C 1.90076 -4.80026 -0.15348
C 1.06282 -4.73860 -1.44229
C 0.79374 -3.31966 -1.96398
C 0.22919 -2.39993 -0.87090
N -0.74894 -1.36284 -1.36337
C -0.12675 -0.06068 -1.93136
C -0.97394 0.31348 -3.18303
C -1.04314 1.79156 -3.52962
O -2.10974 2.36145 -3.59215
C 1.29164 -0.35117 -2.46235
O 1.80749 0.90459 -2.88909
C 2.48319 0.88551 -4.06724
F 2.96073 2.07225 -4.28021
F 3.47081 -0.01749 -4.05473
F 1.67983 0.53834 -5.09062
C -0.07269 1.08281 -0.88417
S 1.37235 1.02937 0.27929
C -1.38724 1.32607 -0.06151
C -1.87793 2.82163 -0.18189
Br -3.73872 2.99944 -0.71545
C -1.59125 3.56129 1.14724
C -0.11962 3.91331 1.28063
Br -2.63056 5.20069 1.32261
C -2.43409 0.32289 -0.49338
C -1.98593 -1.14791 -0.44893
C -3.21353 -1.90870 -1.06099
F -3.68888 -1.23206 -2.14772
F -4.19104 -1.90482 -0.12853
C -3.07429 -3.38007 -1.59987
F -4.23317 -3.99242 -1.54569
F -2.17660 -4.09414 -0.92135
F -2.63746 -3.32511 -2.87360
Si -1.84519 -1.60139 1.48831
C -3.00801 -0.52460 2.47823
C -0.15250 -1.35020 2.25503
C -2.25770 -3.39491 1.85383
H 4.10035 -3.37596 0.71000
H 5.35082 -4.57859 0.41615
H 4.08783 -4.86610 1.63897
H 3.68991 -4.79710 -1.40214
H 3.52126 -6.18540 -0.31730
H 1.48899 -5.58488 0.48631
H 1.82905 -3.88105 0.43609
H 1.62239 -5.25323 -2.22848
H 0.12639 -5.28814 -1.34033
H 1.73664 -2.92466 -2.34746
H 0.09421 -3.37923 -2.80354
H -0.27955 -3.01411 -0.13778
H 1.02606 -1.90553 -0.32447
H -1.14471 -1.77774 -2.21262
H -2.01203 0.01174 -3.07126
H -0.58940 -0.23024 -4.05284
H -0.10313 2.32301 -3.73879
H 1.96963 -0.76997 -1.72655
H 1.24860 -1.03955 -3.30779
H 0.16456 1.99091 -1.43491
H 1.70523 -0.25807 0.21813
H -1.12989 1.19203 0.99108
H -1.31845 3.34163 -0.95680
H -1.93518 2.93498 1.97086
H 0.45609 3.02855 1.55608
H 0.26677 4.37491 0.37165
H 0.00645 4.61415 2.09903
H -2.73259 0.60878 -1.49530
H -3.35315 0.41046 0.08398
H -3.98551 -0.35786 2.03060
H -2.54402 0.45155 2.64850
H -3.10969 -1.00350 3.45258
H 0.05563 -0.30095 2.45388
H 0.68984 -1.81620 1.74943
H -0.24605 -1.84755 3.22696
H -3.25841 -3.70027 1.55397
H -1.51701 -4.07992 1.44384
H -2.19124 -3.48144 2.94230
C 2.05683 7.94848 3.04051
C 1.75593 6.85690 4.03692
O 1.13368 5.86665 3.72540
C 2.26543 7.06154 5.44098
H 1.63827 7.68903 2.07130
H 1.62754 8.89213 3.37987
H 3.13555 8.08340 2.94831
H 1.84297 7.97516 5.86154
H 3.35143 7.16575 5.43282
H 1.98628 6.21402 6.06144
```

Atomic partial charges in e from the Mulliken method, atoms 1 to 8: atom 1 (C): -1.285, atom 2 (C): -0.535, atom 3 (C): -0.043, atom 4 (C): -1.416, atom 5 (C): -1.287, atom 6 (C): -1.609, atom 7 (N): 1.310, atom 8 (C): 0.834

Record 2
ORCA calculation (ωB97M-V with the def2-TZVPD basis set) on C6H15NO as an isolated structure in a non-equilibrium geometry.

Computed properties:
Relative energy (zero: lowest compared OMol25 entry of this formula, charge and spin) = 92.80 kcal per mole
Max |F| = 0.110 Eh/bohr
HOMO = -7.9 eV
Spin multiplicity = 1
Frontier orbital gap = 8.7 eV

The geometry in XYZ format:
```
23
C6H15NO | the Open Molecules 2025 dataset | ωB97M-V with the def2-TZVPD basis set
C 0.56611 -0.01673 -0.53237
C -1.65738 -0.56760 0.65942
C -0.19103 1.67143 1.03541
C 1.40458 1.48508 -1.51840
C 0.29949 -1.06018 -1.60026
C -1.14299 -1.55194 1.67462
N -0.45715 0.72357 -0.03790
O 1.50940 -0.44786 0.38955
H 2.17512 -0.98121 -0.06680
H -2.38313 0.13003 1.07619
H -2.13707 -1.04617 -0.19332
H 0.52035 2.45944 0.78280
H 0.17760 1.23123 1.96561
H -1.13041 2.18308 1.26371
H 2.45040 1.44109 -1.21810
H 1.05043 2.49469 -1.32853
H 1.27011 1.27582 -2.57824
H 0.13353 -2.04610 -1.15987
H 1.16417 -1.14613 -2.26559
H -0.56571 -0.77800 -2.19969
H -0.46291 -1.08378 2.39132
H -0.62644 -2.38847 1.19732
H -1.96708 -1.98127 2.26312
```

Atomic partial charges in e from the Mulliken method, atoms 1 to 8: atom 1 (C): 1.061, atom 2 (C): -0.500, atom 3 (C): -1.042, atom 4 (C): -1.115, atom 5 (C): -1.941, atom 6 (C): -0.855, atom 7 (N): -0.291, atom 8 (O): -0.529

Record 3
ORCA calculation (ωB97M-V with the def2-TZVPD basis set) on one molecule with the formula C3H7N2P in a non-equilibrium geometry.

Computed properties:
Relative energy (zero: lowest compared OMol25 entry of this formula, charge and spin) = 50.93 kcal per mole
Max |F| = 0.028 Eh/bohr
HOMO (alpha / beta) = -8.3 / -8.4 eV
Spin multiplicity = 1
Frontier orbital gap (alpha / beta) = 7.1 / 8.4 eV

The geometry in XYZ format:
```
13
C3H7N2P | the Open Molecules 2025 dataset | ωB97M-V with the def2-TZVPD basis set
C -0.18440 -0.92502 0.97679
C 0.98410 -0.67965 0.34333
C -1.44533 -0.21669 0.54730
N -1.48292 0.25760 -0.75727
N 1.08593 -0.07307 -0.82990
P 2.24108 0.93395 -1.40387
H -0.22457 -1.53227 1.86689
H 1.88480 -0.95869 0.88197
H -2.24127 -0.97053 0.69966
H -1.66108 0.61781 1.23628
H -1.26856 -0.47858 -1.42784
H 1.98207 2.12675 -0.69905
H 1.53843 1.30470 -2.55474
```

Atomic partial charges in e from the Mulliken method, atoms 1 to 8: atom 1 (C): -0.576, atom 2 (C): 0.074, atom 3 (C): -0.248, atom 4 (N): -0.552, atom 5 (N): -0.266, atom 6 (P): -0.101, atom 7 (H): 0.336, atom 8 (H): 0.357

Record 4
ORCA calculation (ωB97M-V with the def2-TZVPD basis set) on a 2-piece molecular cluster, C2H6N2O3 overall in a non-equilibrium geometry.

Computed properties:
Relative energy (zero: lowest compared OMol25 entry of this formula, charge and spin) = 62.79 kcal per mole
SMILES = [H]/N=C/N.O=C(O)O
Max |F| = 0.146 Eh/bohr
HOMO = -9.0 eV
Spin multiplicity = 1
Frontier orbital gap = 9.1 eV

The geometry in XYZ format:
```
13
C2H6N2O3 | the Open Molecules 2025 dataset | ωB97M-V with the def2-TZVPD basis set
C 0.20466 0.58320 -1.10511
O 1.19267 1.50394 -1.03665
O 0.66802 -0.50892 -1.74890
O -1.00846 0.92811 -1.20320
H 1.92874 1.12264 -1.54680
H 0.05433 -1.22912 -1.48177
N -1.16637 0.42112 1.20836
C -0.03457 -0.37999 1.06416
N -0.23168 -1.65015 0.80607
H -1.96826 0.07311 0.68690
H -1.03777 1.35551 1.58691
H 0.57420 -2.19829 1.12007
H 0.82449 -0.02115 1.64997
```

Atomic partial charges in e from the Mulliken method, atoms 1 to 8: atom 1 (C): 0.786, atom 2 (O): -0.441, atom 3 (O): -0.497, atom 4 (O): -0.569, atom 5 (H): 0.338, atom 6 (H): 0.402, atom 7 (N): -0.442, atom 8 (C): 0.058

Record 5
ORCA calculation (ωB97M-V with the def2-TZVPD basis set) on C4H10F26HfNO6P4S2 as an isolated structure in a non-equilibrium geometry.

Computed properties:
Relative energy (zero: lowest compared OMol25 entry of this formula, charge and spin) = 34.80 kcal per mole
Charge = -1
Max |F| = 0.175 Eh/bohr
HOMO = -9.5 eV
Spin multiplicity = 1
Frontier orbital gap = 9.6 eV

The geometry in XYZ format:
```
54
C4H10F26HfNO6P4S2 | the Open Molecules 2025 dataset | ωB97M-V with the def2-TZVPD basis set
Hf 0.24165 0.22773 -0.37467
P -0.15203 2.60139 2.63724
F -0.03182 3.86556 1.66686
F -1.73435 2.77111 2.76062
F -0.35064 1.64952 1.28679
F -0.27487 1.30265 3.58998
F 1.44805 2.31318 2.48679
F 0.10458 3.51918 3.94883
P 2.05754 -2.12693 -2.19707
F 1.48412 -1.65932 -0.68722
F 0.69463 -1.38807 -2.68915
F 2.63414 -0.59682 -2.27008
F 2.46518 -2.38539 -3.70332
F 3.36445 -2.68144 -1.51006
F 1.29176 -3.51064 -2.07744
P -3.66903 0.54699 0.18191
F -5.21698 0.76214 0.34895
F -3.82128 0.60488 -1.43834
F -3.41035 2.17256 0.23537
F -2.00543 0.41044 -0.04775
F -3.35224 0.51407 1.74767
F -3.86967 -1.05480 0.09519
P -0.59801 1.92710 -2.83731
F -0.55255 1.52626 -4.37042
F -2.10122 2.48449 -2.83845
F -1.17624 0.44184 -2.37512
F -0.70079 2.22962 -1.19975
F 0.85405 1.36030 -2.36974
F 0.06074 3.34999 -3.06564
N 2.33530 0.75243 0.10816
S 3.07877 2.32996 -0.15405
O 3.72129 2.50811 -1.40793
O 3.55708 3.07156 0.97767
F 1.63383 2.96178 -0.40608
S 3.76031 0.21665 0.65438
O 4.36432 0.55215 1.91511
O 4.59221 -0.26458 -0.40391
F 3.11092 -1.21597 1.11052
C -1.82697 -2.42918 -1.74183
O -1.14401 -1.85987 -0.62325
C -1.38852 -2.63867 0.54398
C -1.17459 -1.83986 1.79639
O -0.10506 -0.90829 1.60434
C 0.83939 -1.11966 2.71678
H -2.91030 -2.38019 -1.65852
H -1.45131 -3.42108 -1.99164
H -1.59612 -1.79281 -2.59373
H -0.73536 -3.51686 0.57755
H -2.42705 -2.97001 0.52198
H -1.19547 -2.47723 2.67887
H -2.08963 -1.26246 1.96864
H 1.32310 -2.06844 2.49465
H 0.46491 -1.07700 3.73574
H 1.57958 -0.32804 2.64155
```

Atomic partial charges in e from the Mulliken method, atoms 1 to 8: atom 1 (Hf): 2.701, atom 2 (P): 1.599, atom 3 (F): -0.359, atom 4 (F): -0.357, atom 5 (F): -0.583, atom 6 (F): -0.371, atom 7 (F): -0.317, atom 8 (F): -0.364

Q: Which of these has the lowest max |F|?
A: C26H44Br2F8NO3SSi

Q: What is the max |F| in the second record?
A: 0.110 Eh/bohr

What did the fourth record say?
ORCA calculation (ωB97M-V with the def2-TZVPD basis set) on a 2-piece molecular cluster, C2H6N2O3 overall in a non-equilibrium geometry.

Computed properties:
Relative energy (zero: lowest compared OMol25 entry of this formula, charge and spin) = 62.79 kcal per mole
SMILES = [H]/N=C/N.O=C(O)O
Max |F| = 0.146 Eh/bohr
HOMO = -9.0 eV
Spin multiplicity = 1
Frontier orbital gap = 9.1 eV

The geometry in XYZ format:
```
13
C2H6N2O3 | the Open Molecules 2025 dataset | ωB97M-V with the def2-TZVPD basis set
C 0.20466 0.58320 -1.10511
O 1.19267 1.50394 -1.03665
O 0.66802 -0.50892 -1.74890
O -1.00846 0.92811 -1.20320
H 1.92874 1.12264 -1.54680
H 0.05433 -1.22912 -1.48177
N -1.16637 0.42112 1.20836
C -0.03457 -0.37999 1.06416
N -0.23168 -1.65015 0.80607
H -1.96826 0.07311 0.68690
H -1.03777 1.35551 1.58691
H 0.57420 -2.19829 1.12007
H 0.82449 -0.02115 1.64997
```

Atomic partial charges in e from the Mulliken method, atoms 1 to 8: atom 1 (C): 0.786, atom 2 (O): -0.441, atom 3 (O): -0.497, atom 4 (O): -0.569, atom 5 (H): 0.338, atom 6 (H): 0.402, atom 7 (N): -0.442, atom 8 (C): 0.058